C5H7Br | wB97M-V/def2-TZVPD

As for the SMILES: Br[C@H]1C=CCC1. The calculation puts the HOMO energy at -0.351 Ha. For the frontier orbital gap, the calculation gives 10.3766 eV. The energy relative to the best compared isomer or geometry (same formula, charge and spin) comes out at 11.4 kcal/mol. The LUMO energy is 0.8 eV. The total energy is -75339.3250 eV.

Last column: Löwdin charge in e.
Atoms and positions in Å:
C (0.687, -1.105, 0.319)  -0.158
H (-1.076, 1.630, 0.576)  0.098
Br (-1.050, -0.226, 2.562)  0.560
C (-0.601, 0.229, -1.155)  -0.199
H (0.157, -1.569, -1.742)  0.103
H (-0.257, 0.702, -2.101)  0.124
H (0.768, 1.643, -0.168)  0.093
H (1.264, 0.626, 1.647)  0.078
C (0.189, -0.920, -0.901)  -0.182
C (-0.143, 1.119, 0.096)  -0.188
H (1.280, -2.017, 0.682)  0.129
H (-1.667, -0.166, -1.037)  0.147
C (0.449, 0.053, 1.223)  -0.607